Formula: C21H49N4O16
Source: the Open Molecules 2025 dataset
Level of theory: ωB97M-V/def2-TZVPD

Calculated values
highest occupied orbital energy	-11.994	eV
multiplicity	1
net charge	+1
Kohn-Sham gap	8.98	eV

Last column: Mulliken charge in e.
CARTESIAN COORDINATES (ANGSTROEM)
C 1.6717 -0.4878 -0.6167  -1.316
C 2.4235 0.3509 -1.6491  -0.334
C 3.5675 -0.4371 -2.3180  -0.653
C 4.8590 0.3472 -2.4997  -0.449
O 5.8992 -0.3941 -1.7884  -0.208
N 7.1087 0.3121 -1.7714  -0.157
C 7.1849 1.4808 -0.8398  -1.444
C 6.7365 1.1978 0.6033  0.997
N 7.1515 2.4008 1.3024  -0.652
N 7.5055 0.0850 1.1274  -0.647
N 5.2774 1.0594 0.6397  -0.446
H 2.1848 -0.5276 0.3462  0.345
H 0.6734 -0.0942 -0.4278  0.340
H 1.5586 -1.5091 -0.9860  0.253
H 2.8165 1.2581 -1.1843  0.392
H 1.7173 0.6594 -2.4206  0.441
H 3.8055 -1.3146 -1.7085  0.373
H 3.2506 -0.8199 -3.2883  0.285
H 5.1658 0.4232 -3.5480  0.442
H 4.7835 1.3453 -2.0658  0.260
H 7.3449 0.6107 -2.7258  0.420
H 7.8023 -0.3921 -1.5060  0.387
H 6.5818 2.2831 -1.2548  0.394
H 8.2326 1.7792 -0.8436  0.475
H 7.0202 2.2784 2.3046  0.252
H 6.5161 3.1547 1.0507  0.289
H 7.1745 -0.1806 2.0491  0.283
H 7.4316 -0.7518 0.5604  0.253
H 4.9837 0.1095 0.4336  0.160
H 4.9462 1.2788 1.5736  0.282
C -0.6070 -2.6387 3.4150  -0.626
O -1.9799 -2.2846 3.2256  -0.323
C -2.2013 -1.4222 2.2370  0.846
O -1.3602 -0.9386 1.5206  -0.563
O -3.5077 -1.1875 2.1723  -0.316
C -3.9051 -0.2742 1.1419  -0.447
H -0.6005 -3.3377 4.2449  0.214
H -0.2077 -3.1100 2.5185  0.290
H -0.0163 -1.7567 3.6563  0.285
H -3.6338 -0.6617 0.1617  0.289
H -3.4403 0.6977 1.2936  0.373
H -4.9843 -0.1882 1.2209  -0.006
C -0.3282 -2.0915 -3.6426  -0.474
O -0.5393 -3.0603 -4.6693  -0.320
C 0.5518 -3.3205 -5.3903  0.796
O 1.6377 -2.8194 -5.2189  -0.573
O 0.2436 -4.2194 -6.3137  -0.338
C 1.3277 -4.5997 -7.1712  -0.615
H -1.2794 -1.9752 -3.1330  0.243
H 0.4298 -2.4457 -2.9455  0.188
H -0.0130 -1.1407 -4.0707  0.275
H 2.1344 -5.0419 -6.5901  0.293
H 1.7017 -3.7354 -7.7162  0.292
H 0.9097 -5.3290 -7.8568  0.219
C -6.3416 -2.9359 1.5329  -0.408
O -6.9028 -3.0394 0.2208  -0.326
C -8.2371 -3.0447 0.1916  0.876
O -8.9575 -2.9571 1.1530  -0.558
O -8.6291 -3.1337 -1.0741  -0.360
C -10.0530 -3.0879 -1.2584  -0.580
H -5.2663 -2.9051 1.3917  0.115
H -6.6827 -2.0260 2.0236  0.125
H -6.6131 -3.7964 2.1415  0.329
H -10.4506 -2.1415 -0.8965  0.261
H -10.5299 -3.9120 -0.7322  0.302
H -10.2062 -3.1785 -2.3286  0.215
C 7.2253 5.7546 3.5941  -0.714
O 6.6126 4.5347 4.0396  -0.212
C 5.9745 4.6403 5.2109  0.715
O 5.8841 5.6384 5.8699  -0.530
O 5.4588 3.4479 5.5109  -0.293
C 4.7490 3.4166 6.7604  -0.644
H 7.7040 5.5117 2.6501  0.193
H 6.4742 6.5293 3.4558  0.344
H 7.9656 6.0933 4.3154  0.327
H 3.9132 4.1123 6.7390  0.304
H 5.4149 3.6759 7.5803  0.303
H 4.3942 2.3967 6.8668  0.205
C -9.0996 3.3157 -2.2266  -0.631
O -8.3472 2.8727 -1.0899  -0.338
C -8.8702 1.8188 -0.4658  0.795
O -9.8739 1.2367 -0.7861  -0.542
O -8.0837 1.5054 0.5639  -0.338
C -8.5510 0.3882 1.3312  -0.272
H -8.5549 4.1682 -2.6194  0.213
H -9.1629 2.5263 -2.9729  0.298
H -10.1034 3.6103 -1.9274  0.297
H -8.6379 -0.4955 0.7066  -0.075
H -9.5170 0.6038 1.7828  0.399
H -7.8065 0.2314 2.1065  0.181



Formula: C6H14O2
Source: the Open Molecules 2025 dataset
Level of theory: ωB97M-V/def2-TZVPD

Calculated values
highest occupied orbital energy (alpha / beta)	-8.135 / -8.134	eV
multiplicity	1
net charge	0
Kohn-Sham gap (alpha / beta)	8.67 / 8.67	eV

Last column: Mulliken charge in e.
CARTESIAN COORDINATES (ANGSTROEM)
C 0.9805 -1.0586 -0.5899  -0.046
C 1.4078 -0.1079 -1.6760  -1.173
O 1.9968 -1.5908 0.1576  -0.520
H 2.5107 -0.8659 0.5471  0.419
H 0.3458 -1.8746 -0.9332  0.510
H -0.4354 -0.3719 -0.3415  0.174
H 2.1158 -0.6058 -2.3456  0.381
H 0.5377 0.2100 -2.2515  0.321
H 1.8916 0.7797 -1.2617  0.270
C -2.0622 1.3149 -0.8895  -0.564
C -0.5854 -1.1072 1.8690  -1.279
C -0.0233 -0.1015 0.9243  0.983
C 0.4665 1.1012 1.2246  -0.889
O -1.7539 -0.0143 -0.6287  -0.680
H -1.6286 1.6610 -1.8437  0.179
H -3.1486 1.4801 -0.9315  0.258
H -1.6829 1.9869 -0.0975  0.236
H -0.4627 -0.7735 2.9023  0.351
H -1.6473 -1.2478 1.6654  0.280
H -0.0801 -2.0722 1.7750  0.278
H 0.4125 1.4672 2.2436  0.237
H 0.8448 1.7908 0.4815  0.274



Formula: C44H66F2N8
Source: the Open Molecules 2025 dataset
Level of theory: ωB97M-V/def2-TZVPD

Calculated values
highest occupied orbital energy	-9.648	eV
multiplicity	1
SMILES string	Fc1ccccc1.Fc1ccccc1.CCCC#N.CCCC#N.CCCC#N.CCCC#N.CCCC#N.CCCC#N.CCCC#N.CCCC#N
net charge	0
Kohn-Sham gap	9.81	eV

Last column: Mulliken charge in e.
CARTESIAN COORDINATES (ANGSTROEM)
F 0.5794 -3.2155 -0.8112  -0.201
C 1.4915 -3.8197 0.0073  0.024
C 2.5059 -3.1180 0.6082  0.587
C 3.5097 -3.6854 1.3379  -0.827
C 3.4176 -5.0515 1.5402  -0.436
C 2.4118 -5.8213 1.0108  -0.794
C 1.4500 -5.1895 0.2006  -0.222
H 2.5560 -2.0415 0.5373  0.515
H 4.3314 -3.1567 1.7978  0.071
H 4.2207 -5.4846 2.1181  0.393
H 2.3751 -6.8715 1.2603  0.427
H 0.6515 -5.7622 -0.2476  0.476
F -2.3286 -0.6388 4.2159  -0.382
C -1.0511 -0.1416 4.0300  0.311
C 0.0183 -1.0448 4.0057  -0.226
C 1.3112 -0.5659 3.9082  -0.642
C 1.5620 0.8046 3.7637  -0.477
C 0.4783 1.7204 3.8427  -0.328
C -0.8084 1.2294 3.9433  -0.456
H -0.1537 -2.1101 4.0499  0.514
H 2.1026 -1.2917 3.7930  0.412
H 2.5711 1.1441 3.5825  0.483
H 0.7189 2.7642 3.7050  0.355
H -1.6605 1.8924 3.9713  0.453
C 5.5870 -0.6958 2.6957  -1.078
C 6.2172 -0.7649 1.2992  0.092
C 5.9270 0.5099 0.4741  -0.704
C 4.5264 1.0039 0.4080  0.178
N 3.4326 1.3873 0.3462  -0.279
H 5.9924 0.0270 3.4037  0.401
H 5.5160 -1.6993 3.1154  0.391
H 4.5458 -0.3782 2.6392  0.040
H 5.8374 -1.6661 0.8178  -0.140
H 7.2955 -0.8996 1.3835  0.378
H 6.2800 0.4462 -0.5552  0.404
H 6.5498 1.3371 0.8145  0.356
C 2.5215 -1.6879 -2.7869  -0.564
C 3.9906 -1.7275 -3.1822  -0.782
C 4.6980 -3.0402 -2.8388  0.255
C 3.8857 -4.2251 -3.1922  0.171
N 3.2617 -5.1568 -3.4490  -0.518
H 1.9803 -0.7665 -3.0020  0.358
H 2.4826 -1.7800 -1.7015  -0.262
H 1.9084 -2.4142 -3.3206  0.435
H 4.4749 -0.8575 -2.7386  0.320
H 4.0550 -1.5586 -4.2571  0.346
H 4.8027 -2.9575 -1.7570  -0.214
H 5.6688 -3.1157 -3.3286  0.387
C -5.7827 1.7491 1.3151  -1.433
C -5.0664 2.2302 2.6118  0.570
C -5.4246 1.5383 3.8916  -0.133
C -6.8832 1.3393 4.0505  0.008
N -8.0421 1.1723 4.1648  -0.482
H -5.3318 2.1469 0.4059  0.412
H -6.8518 1.9611 1.3300  0.456
H -5.7401 0.6665 1.1958  0.312
H -5.2233 3.3024 2.7296  0.327
H -3.9874 2.1892 2.4626  -0.499
H -5.0998 2.0019 4.8231  0.414
H -4.9638 0.5514 3.9353  0.081
C 2.6022 6.0146 -0.8356  -1.346
C 1.6651 5.7757 0.3325  -0.609
C 1.9725 4.4895 1.1210  1.548
C 3.3519 4.4062 1.6388  0.099
N 4.3800 4.3714 2.1158  -0.590
H 3.5918 6.0972 -0.3861  0.480
H 2.3472 6.9199 -1.3866  0.399
H 2.6084 5.2564 -1.6187  0.212
H 0.6525 5.7795 -0.0710  0.201
H 1.7309 6.6549 0.9734  0.468
H 1.8532 3.5562 0.5707  -0.847
H 1.3093 4.4386 1.9845  0.013
C 0.5381 3.9235 -2.6399  -0.835
C -0.9264 3.8073 -3.1114  -0.670
C -1.8612 4.7047 -2.2085  0.129
C -1.3441 6.1115 -2.0507  0.075
N -0.9669 7.1484 -1.8262  -0.498
H 0.9212 4.9291 -2.8136  0.497
H 1.1722 3.2507 -3.2172  0.413
H 0.6702 3.7090 -1.5794  -0.089
H -1.2430 2.7655 -3.1614  0.183
H -1.0490 4.2336 -4.1070  0.417
H -1.8974 4.3163 -1.1907  -0.139
H -2.8223 4.8678 -2.6962  0.505
C -3.0201 -1.3407 -3.8882  -1.078
C -3.8743 -2.5666 -3.6728  0.221
C -4.1702 -3.3494 -4.9730  -0.509
C -4.8484 -4.6450 -4.7347  0.139
N -5.3599 -5.7016 -4.5105  -0.460
H -2.1335 -1.5638 -4.4818  0.394
H -2.5152 -0.9017 -3.0277  -0.056
H -3.5695 -0.6075 -4.4786  0.401
H -4.7720 -2.2743 -3.1281  0.362
H -3.2476 -3.1913 -3.0363  -0.055
H -3.1879 -3.5303 -5.4095  0.311
H -4.7309 -2.7800 -5.7143  0.376
C 0.2142 0.3812 -0.5549  0.158
C -1.3292 0.5564 -0.6215  0.233
C -1.9368 1.1366 0.7093  1.522
C -1.4673 2.4462 1.1661  -0.234
N -1.1279 3.4759 1.5301  -0.612
H 0.5345 -0.0592 -1.4991  0.039
H 0.4064 -0.3335 0.2453  0.142
H 0.7607 1.3162 -0.4318  -0.389
H -1.8137 -0.4080 -0.7739  -0.435
H -1.5998 1.2017 -1.4573  -0.015
H -1.7216 0.4172 1.4995  -0.757
H -3.0137 1.0961 0.5460  0.197
C -2.0498 -2.9144 1.6511  -0.768
C -2.4944 -3.3185 0.2119  0.032
C -4.0050 -3.5293 -0.0729  -0.727
C -4.7261 -2.2698 -0.2164  0.170
N -5.2729 -1.2797 -0.3515  -0.507
H -2.4768 -1.9451 1.9084  0.120
H -0.9614 -2.9315 1.7081  0.085
H -2.5014 -3.5967 2.3713  0.443
H -2.1114 -4.3257 0.0476  0.389
H -2.0118 -2.7044 -0.5484  -0.027
H -4.3820 -4.0982 0.7771  0.450
H -4.0406 -4.1022 -0.9995  0.388



Formula: C42H76F6N3O32S
Source: the Open Molecules 2025 dataset
Level of theory: ωB97M-V/def2-TZVPD

Calculated values
highest occupied orbital energy	-10.725	eV
multiplicity	1
net charge	+1
Kohn-Sham gap	7.95	eV

Last column: Mulliken charge in e.
CARTESIAN COORDINATES (ANGSTROEM)
N -2.6058 1.5278 -2.1152  0.663
H -3.2150 2.3378 -2.0609  0.438
H -1.8012 1.6061 -2.7315  0.120
H -3.2999 0.8391 -2.4942  0.070
H -2.2922 1.2030 -1.1903  -0.247
N -4.0683 3.5312 1.1405  0.120
H -4.9525 3.0564 1.3404  0.475
H -3.4108 2.7314 1.0498  -0.246
H -3.8920 4.1271 1.9522  0.341
H -4.2195 3.9971 0.2497  0.384
N -4.5572 -0.4217 0.5139  0.170
H -5.3529 -0.0087 0.9929  0.384
H -4.3284 -1.3465 0.8780  0.294
H -3.8191 0.2942 0.5653  -0.448
H -4.7554 -0.4390 -0.4952  0.296
C -4.8684 -0.4285 -3.1564  0.263
O -3.5119 -0.1961 -3.5908  -0.351
O -5.0487 0.4705 -2.1595  -1.127
C -5.8062 -0.2778 -4.4129  0.490
F -7.0728 -0.0940 -3.9743  -0.281
F -5.5132 0.8011 -5.1616  -0.281
F -5.8347 -1.3410 -5.2284  -0.287
C -2.8465 -1.2258 -4.2829  -0.764
C -1.3732 -1.2199 -3.8170  -0.365
H -0.8702 -2.1631 -4.0344  0.527
H -0.8572 -0.3682 -4.2586  0.292
H -1.4221 -1.1604 -2.7278  -0.342
H -2.8320 -1.0241 -5.3582  0.247
H -3.2145 -2.2421 -4.1284  0.377
H -5.0070 -1.4326 -2.7348  0.382
C -1.1796 0.6580 0.9746  -0.287
O -0.6857 0.2958 -0.2824  1.037
O -2.3884 1.2916 0.7858  -0.286
C -1.2200 -0.5798 1.9352  -0.067
F -0.0874 -0.6881 2.6214  -0.075
F -2.2071 -0.4995 2.8962  -0.383
F -1.5384 -1.7311 1.3045  -0.057
C 0.7176 0.3813 -0.4680  0.369
C 0.9629 0.1654 -1.9823  0.334
H 0.9094 -0.8778 -2.3031  0.123
H 0.3171 0.7845 -2.6022  -0.588
H 1.9648 0.4186 -2.3393  -0.286
H 1.3876 -0.2634 0.1001  -0.288
H 1.0015 1.4336 -0.4099  -0.513
H -0.5676 1.4302 1.4565  0.412
C -1.0857 -6.3415 -0.2060  -1.716
C -1.2635 -4.8764 0.1316  2.211
C -0.9708 -3.9424 -1.0430  -0.253
O -2.2591 -3.3735 -1.2980  -0.201
C -3.1149 -3.6486 -0.3238  0.507
O -4.2270 -3.1725 -0.2696  -0.701
O -2.6349 -4.5742 0.4743  -0.301
H -0.0613 -6.6429 -0.4173  0.364
H -1.6315 -6.6853 -1.0910  0.475
H -1.4365 -7.0812 0.5162  0.363
H -0.6110 -4.5620 0.9459  -1.162
H -0.6368 -4.4936 -1.9186  0.552
H -0.4082 -3.0504 -0.7649  -0.249
C -1.6827 -2.4707 6.0881  -1.009
C -2.5405 -3.7226 6.2669  0.455
C -4.0388 -3.4715 6.3058  -0.465
O -4.6540 -4.3124 5.3480  -0.378
C -3.7005 -4.8873 4.6148  0.576
O -3.8887 -5.5923 3.6748  -0.505
O -2.4803 -4.4881 5.0358  -0.201
H -0.6429 -2.6570 5.8159  0.217
H -1.5804 -1.8543 6.9839  0.443
H -2.1209 -1.8299 5.3208  0.039
H -2.1901 -4.3395 7.0935  0.314
H -4.3030 -2.4536 6.0039  0.199
H -4.4966 -3.6450 7.2795  0.345
C 1.5773 6.6107 -4.5654  -1.321
C 0.8450 5.5317 -5.3682  0.268
C 1.6793 4.3491 -5.8022  -0.006
O 1.0614 3.1779 -5.2782  -0.302
C 0.0666 3.5511 -4.4634  0.504
O -0.5868 2.7690 -3.8394  -0.557
O -0.1034 4.8897 -4.4897  -0.351
H 2.3448 7.1467 -5.1198  0.389
H 2.1103 6.0952 -3.7606  0.268
H 0.8319 7.2433 -4.0885  0.356
H 0.3106 5.9762 -6.2088  0.299
H 2.6170 4.5135 -5.2590  -0.128
H 1.9969 4.3102 -6.8408  0.373
C 3.2416 -3.6986 -2.1145  -1.128
C 4.2321 -2.9560 -2.9833  0.465
C 4.1157 -1.4545 -3.0185  0.549
O 5.4609 -1.0320 -2.9398  -0.232
C 6.2593 -2.0468 -2.5391  0.510
O 7.4233 -1.9584 -2.2931  -0.547
O 5.5311 -3.1432 -2.4161  -0.417
H 3.2360 -3.3522 -1.0774  -0.088
H 3.4126 -4.7680 -2.0103  0.530
H 2.2487 -3.4767 -2.5159  0.315
H 4.2688 -3.3458 -4.0049  0.289
H 3.4606 -1.1963 -2.1789  -0.579
H 3.5670 -1.1124 -3.8963  0.362
C 0.7082 4.0407 -0.0894  -0.997
C -0.0205 4.7306 1.0729  0.610
C 0.3956 6.2135 1.0937  -0.564
O -0.8566 6.8763 1.3342  -0.379
C -1.8402 6.0525 1.0006  0.414
O -3.0009 6.3561 1.0740  -0.636
O -1.4020 4.8089 0.7326  -0.006
H 1.6535 3.5801 0.1962  0.353
H 0.9727 4.7526 -0.8756  0.319
H 0.0418 3.3706 -0.6356  -0.180
H 0.2349 4.2841 2.0330  0.296
H 0.7359 6.5016 0.0998  0.352
H 1.1857 6.4167 1.8111  0.383
C 5.0086 -2.6128 1.4331  -1.312
C 3.7478 -1.7407 1.6745  1.634
C 3.4823 -1.5311 3.1488  -0.087
O 3.9358 -0.1985 3.4326  -0.347
C 4.1124 0.4233 2.2637  0.410
O 4.3444 1.5826 2.0680  -0.559
O 3.9633 -0.4092 1.2120  -0.308
H 5.3133 -2.6986 0.3891  0.097
H 4.8001 -3.6162 1.8028  0.267
H 5.8634 -2.1369 1.9155  0.490
H 2.8356 -2.2213 1.3177  -0.522
H 4.1903 -2.1327 3.7238  0.297
H 2.4774 -1.7053 3.5292  -0.075
C -2.7465 1.8367 7.0497  -1.686
C -2.5303 1.8214 5.5008  1.162
C -3.7388 2.1426 4.6552  0.034
O -3.2715 3.3636 4.0454  -0.352
C -2.0392 3.7327 4.4198  0.762
O -1.4948 4.7295 4.0458  -0.580
O -1.5459 2.8031 5.2277  -0.339
H -3.5518 1.1524 7.3319  0.382
H -3.1407 2.7647 7.4709  0.415
H -1.8273 1.5884 7.5740  0.364
H -2.1941 0.7995 5.3271  -0.356
H -4.6966 2.3450 5.1302  0.353
H -3.8752 1.4469 3.8248  -0.096
C 4.2022 2.7733 -3.3806  -1.577
C 5.6128 2.4634 -3.8167  0.947
C 5.8374 3.0020 -5.2279  -0.189
O 6.9964 3.8146 -5.0683  -0.367
C 7.3681 3.8491 -3.7581  0.615
O 8.4066 4.3142 -3.4091  -0.532
O 6.4814 3.2185 -2.9879  -0.340
H 3.8596 2.3430 -2.4358  0.285
H 3.4302 2.4520 -4.0888  0.381
H 3.9631 3.8344 -3.2651  0.411
H 5.7964 1.3892 -3.8045  0.006
H 5.0225 3.6152 -5.6200  0.027
H 6.0259 2.2244 -5.9688  0.335
C 0.8059 -4.1658 3.4288  -0.125
C 0.5056 -5.6552 3.7620  -0.476
O 1.0140 -6.3919 2.6386  -0.389
S 2.1839 -5.6295 1.8070  1.151
O 2.0010 -5.7963 0.3772  -0.494
O 3.5053 -5.8545 2.3371  -0.630
O 1.6361 -4.1647 2.2953  0.044
H 1.3358 -3.6491 4.2299  0.566
H -0.1107 -3.6025 3.2462  -0.163
H -0.5425 -5.8280 3.9820  0.250
H 1.1471 -5.8771 4.6143  0.479